(one)
A gas-phase ion, C4H8IN2 (charge +1), computed with the ωB97M-V functional and the def2-TZVPD basis.

The HOMO-LUMO gap is 8.93 eV. As for the multiplicity: 1. Its net charge is +1. The lowest unoccupied orbital energy is -4.2938 eV. The value obtained for the HOMO energy is -13.228 eV.

Geometry (Å):
H  3.972  -2.054  0.182
N  2.936  -2.131  0.346
C  2.324  -1.284  -0.369
C  0.964  -0.942  -0.083
I  0.247  -2.079  1.642
C  0.100  -0.163  -0.714
C  -1.212  0.189  -0.261
N  -1.196  0.951  1.068
H  2.831  -0.559  -0.980
H  0.433  0.463  -1.504
H  -2.008  -0.532  -0.195
H  -1.622  0.842  -1.100
H  -0.510  1.726  1.013
H  -0.843  0.266  1.857
H  -2.150  1.392  1.298

=====

(two)
A molecular structure, C4H8IN2, computed with the ωB97M-V functional and the def2-TZVPD basis.

The HOMO-LUMO gap is 9.34 eV. As for the multiplicity: 1. Its net charge is +1. The lowest unoccupied orbital energy is -4.4645 eV. The value obtained for the HOMO energy is -13.801 eV.

Geometry (Å):
C  1.408  -0.445  1.326
C  0.166  0.401  1.196
C  0.204  -1.094  -0.775
C  -0.808  1.104  -1.054
N  1.634  -1.329  0.501
N  -0.475  -0.016  -0.058
I  -1.078  -2.854  -1.214
H  1.974  -0.160  2.127
H  -0.404  0.215  2.085
H  0.370  1.412  1.313
H  0.884  -0.724  -1.530
H  -0.808  2.009  -0.547
H  -0.007  1.214  -1.743
H  -1.703  0.814  -1.624
H  -1.358  -0.548  -0.001

=====

Most stable to least stable, the ends of the list are (one) and (two).

=====

(one)
A gas-phase ion, CH3O2S (charge -1), computed with the ωB97M-V functional and the def2-TZVPD basis.

The HOMO-LUMO gap is 7.31 eV. As for the multiplicity: 1. Its net charge is -1. The lowest unoccupied orbital energy is 4.1456 eV. The value obtained for the HOMO energy is -3.163 eV.

Geometry (Å):
C  0.775  0.110  0.790
S  -0.603  0.002  -0.211
O  -1.373  -1.246  -0.129
O  -1.332  1.256  -0.057
H  1.561  0.616  0.307
H  1.252  -0.851  0.848
H  -0.280  0.113  -1.548

=====

(two)
A molecular structure, CH3O2S, computed with the ωB97M-V functional and the def2-TZVPD basis.

The HOMO-LUMO gap is 8.08 eV. As for the multiplicity: 1. Its net charge is -1. The lowest unoccupied orbital energy is 4.1438 eV. The value obtained for the HOMO energy is -3.940 eV.

Geometry (Å):
S  1.785  1.315  0.255
H  2.549  0.476  -0.466
O  -1.862  -1.564  -0.333
C  -1.202  -0.545  -0.176
O  -0.508  -0.265  0.867
H  -1.203  0.211  -0.991
H  0.442  0.371  0.845

=====

Most stable to least stable, the ends of the list are (two) and (one).